Model A:
The following is a DFT calculation (ωB97M-V with the def2-TZVPD basis set) of a single C3H2FNO2 molecule.

## Properties
* SMILES: Oc1ocnc1F
* 2S+1: 1
* frontier orbital gap: 0.3431 Ha

XYZ file:
```
9
C3H2FNO2 ωB97M-V with the def2-TZVPD basis set
C -0.49 -0.48 0.00
C 1.59 0.01 0.01
C -0.32 0.87 0.00
H -2.36 -0.82 0.02
H 2.64 -0.19 -0.01
N 1.01 1.18 -0.01
O -1.53 -1.33 0.00
O 0.73 -1.04 0.00
F -1.27 1.79 0.00
```

---

Model B:
The following is a DFT calculation (ωB97M-V with the def2-TZVPD basis set) of a single C3H2FNO2 molecule.

## Properties
* SMILES: Oc1ncc(F)o1
* 2S+1: 1
* frontier orbital gap: 0.3705 Ha

XYZ file:
```
9
C3H2FNO2 ωB97M-V with the def2-TZVPD basis set
C -0.64 0.23 -0.60
C 0.96 -0.74 0.42
C 0.63 0.30 1.13
H -1.85 0.12 -2.07
H 1.57 -1.62 0.60
N 0.13 -0.79 -0.82
O -1.56 0.72 -1.40
O -0.50 0.98 0.49
F 1.26 0.80 2.25
```

---

Tell me which of them is the least stable. Sure, it is model B.